Density functional theory data (ωB97M-V/def2-TZVPD) for a 2-piece molecular cluster, C3H4N2O3 overall at a distorted geometry.

```
12
Properties=species:S:1:pos:R:3:forces:R:3:mulliken_charge:R:1
N -1.1492 1.8127 -1.0991 0.27 0.33 -0.29 -0.4024
C -1.6365 0.8270 -0.7744 0.08 0.34 0.09 0.4177
N -2.3062 -0.2525 -0.3396 -0.33 0.78 1.54 0.0626
O -1.9845 -0.4183 1.0507 3.88 0.94 -2.53 -0.3404
O -2.1736 -1.3505 -1.0839 3.04 -2.39 -2.10 -0.3942
H -2.7595 -0.6926 1.4150 -3.74 -1.21 1.60 0.3124
H -1.1611 -1.5819 -1.4284 -3.12 1.25 1.76 0.3663
C 3.1040 0.5621 0.6290 -2.42 1.59 -1.86 -1.0356
C 2.0316 -0.0032 0.1744 -0.21 -1.25 0.89 0.7798
O 1.0703 -0.5912 -0.0816 -0.46 0.04 -0.68 -0.3267
H 3.8408 0.1019 1.1150 2.64 -1.92 1.73 0.3324
H 3.1240 1.5865 0.4229 0.37 1.50 -0.15 0.2281
```
Forces are in eV/Å.

gap between HOMO and LUMO = 9.975 eV
largest force on an atom = 4.725 eV/Å
HOMO energy = -0.3490 Ha
lowest unoccupied orbital energy = 0.48 eV



Density functional theory data (ωB97M-V/def2-TZVPD) for one molecule with the formula C3H4N2O3 at a distorted geometry.

```
12
Properties=species:S:1:pos:R:3:forces:R:3:mulliken_charge:R:1
H 2.7346 -0.3085 -0.5829 0.04 -0.36 -0.88 0.2390
N 2.1575 -1.1385 -0.4120 -3.21 1.08 1.66 -0.6672
C 0.9628 -0.6599 -0.1475 1.18 -2.19 1.46 0.7445
C -0.2734 -1.2274 0.6634 -0.64 1.41 -3.82 -0.8166
C -1.2597 -0.4122 0.0830 -1.10 3.09 0.39 0.7553
O -2.6304 -0.1472 -0.0689 1.42 -1.63 0.75 -0.4976
O -0.8095 0.8393 -0.4095 3.64 -2.16 0.11 -0.3578
N 0.6782 0.7163 -0.4704 -1.72 0.89 1.53 -0.1667
O 1.1760 1.3958 0.7852 3.51 1.67 -5.29 -0.4147
H -0.3798 -2.2227 1.1219 0.11 0.80 -0.55 0.3405
H -2.6891 0.7486 -0.5065 0.25 -1.31 0.68 0.4124
H 2.0163 1.8322 0.0960 -3.48 -1.29 3.96 0.4288
```
Forces are in eV/Å.

gap between HOMO and LUMO = 9.746 eV
largest force on an atom = 6.565 eV/Å
HOMO energy = -0.3470 Ha
lowest unoccupied orbital energy = 0.30 eV



Density functional theory data (ωB97M-V/def2-TZVPD) for C3H4N2O3 as an isolated structure at a distorted geometry.

```
12
Properties=species:S:1:pos:R:3:forces:R:3:mulliken_charge:R:1
C -0.4364 1.1806 -0.6347 0.42 0.20 1.70 -0.1998
C -0.6369 -0.0495 0.1403 -2.80 -1.67 4.61 0.1028
C 0.2575 -1.0389 0.3792 0.60 0.62 -1.73 0.6071
H 1.7494 0.8537 -0.3122 -4.48 1.31 -3.35 0.4095
H -0.9704 1.2311 -1.5394 -1.56 0.41 -0.82 0.2422
H -0.5240 2.1275 0.0070 0.06 -1.26 -1.02 0.2390
H 1.5234 -0.5117 -0.9258 -0.69 -0.38 -0.52 0.3995
N -1.6533 -0.2916 1.1798 1.58 -1.17 -0.70 -0.3147
N -1.3134 -1.3443 1.8619 -2.19 3.55 -0.53 -0.1631
O 0.8140 0.9307 -1.1771 6.75 1.68 2.12 -0.7194
O -0.1208 -1.7492 1.4927 2.91 -1.26 -2.79 -0.0819
O 1.3109 -1.3383 -0.4717 -0.59 -2.02 3.04 -0.5212
```
Forces are in eV/Å.

gap between HOMO and LUMO = 9.312 eV
largest force on an atom = 7.277 eV/Å
HOMO energy = -0.3574 Ha
lowest unoccupied orbital energy = -0.42 eV